# 1
Entry from the OMol25 dataset: C40H27F15GeIrN3O6S2Si as an isolated structure at a distorted geometry (wB97M-V/def2-TZVPD).

Its LUMO energy (alpha / beta) is -3.739 / -6.956 eV. The multiplicity is 6. The value obtained for the energy above the lowest of the compared OMol25 structures with the same formula, charge and spin is 243.0 kJ/mol. The expectation value of S² is 8.78. Its charge is +1.

Element x y z (Å)
Ir1 -0.1816 -0.0125 0.7318
C1 -2.6040 2.3787 3.6915
Si1 -1.4453 0.9780 3.8582
C2 -2.3534 -0.6587 3.8912
C3 -0.2742 0.9430 5.3264
N1 -0.2802 1.1407 2.4761
C4 0.7104 2.0587 2.3585
C5 0.9432 3.1452 3.2217
C6 2.0893 3.9803 3.0303
C7 2.8352 3.9763 1.8188
C8 2.3870 3.1409 0.8275
C9 1.3163 2.1591 1.0169
O1 0.6551 1.5887 0.0333
C10 -2.6853 5.3465 -6.5172
C11 -1.6149 4.6368 -5.9315
C12 -1.1617 3.4788 -6.6222
C13 -1.8969 2.9413 -7.6921
C14 -3.0482 3.6317 -8.1682
C15 -3.3031 4.9107 -7.7170
H1 -2.3154 3.3976 3.8181
H2 -3.3955 2.1201 4.3567
H3 -2.9604 2.2829 2.6725
H4 -2.8689 -0.7599 2.9570
H5 -3.0304 -0.7736 4.7634
H6 -1.6871 -1.5027 3.9330
H7 -0.2065 1.9476 5.7628
H8 0.7581 0.6895 5.0195
H9 -0.6950 0.2529 6.1162
H10 0.3691 3.4167 4.0945
H11 2.4711 4.6075 3.8375
H12 3.6039 4.6831 1.6294
H13 2.8574 3.0468 -0.1272
H14 -1.2426 4.9202 -4.9930
H15 -0.2006 3.0447 -6.3650
H16 -1.6388 2.0204 -8.2242
H17 -3.8112 3.1248 -8.7306
H18 -3.8945 5.5665 -8.3844
O2 -1.2168 8.4750 -3.4633
C16 -1.6895 7.9610 -4.6267
O3 -1.0628 8.0513 -5.6720
C17 -2.9767 7.1834 -4.7130
C18 -4.0794 7.3282 -3.8433
N2 -5.1184 6.5994 -4.3757
N3 -4.7653 6.0008 -5.5523
C19 -3.4212 6.2874 -5.6917
C20 -4.7081 -5.0121 -7.9024
O4 -5.4652 -5.1606 -7.1037
O5 -3.9961 -4.8317 -8.7910
H19 -1.5668 8.0258 -2.6437
H20 -4.2433 7.8644 -2.8964
H21 -6.0464 6.4103 -3.9576
F1 -3.1307 -3.2232 1.5603
C21 -2.6292 -4.1835 2.3387
C22 -1.3418 -4.7626 2.1642
C23 -1.0913 -6.0101 2.8480
F2 -0.0375 -6.7596 2.3876
C24 -1.9044 -6.4791 3.8793
F3 -1.6192 -7.6646 4.5677
C25 -3.0810 -5.7866 4.0566
F4 -3.9406 -6.2730 5.0086
C26 -3.4144 -4.5849 3.4109
F5 -4.4644 -3.8188 3.8959
Ge1 0.2928 -3.7350 1.5242
S1 -0.8519 -1.9648 0.4300
C27 1.7142 -3.5403 2.8974
C28 2.8383 -4.3473 2.8979
F6 2.9583 -5.3915 2.0880
C29 3.8635 -4.1149 3.8099
F7 4.9710 -4.8491 3.7454
C30 3.7184 -3.2148 4.8797
F8 4.8386 -3.0138 5.6473
C31 2.5864 -2.3614 4.8504
F9 2.4581 -1.2759 5.7057
C32 1.5638 -2.6110 3.9637
F10 0.4328 -1.8881 4.0858
C33 0.9598 -4.6713 -0.0804
C34 0.2296 -5.6542 -0.7121
F11 -0.9882 -6.0421 -0.2005
C35 0.6286 -6.3460 -1.8333
F12 -0.1942 -7.3119 -2.3583
C36 1.8655 -6.0809 -2.3657
F13 2.5158 -6.8738 -3.2543
C37 2.6194 -5.0597 -1.7963
F14 3.8506 -4.7524 -2.2673
C38 2.2068 -4.4232 -0.6522
F15 3.0067 -3.5320 -0.0412
C39 5.0588 0.9879 1.3990
S2 6.6184 0.7556 0.5325
C40 5.9279 0.3772 -1.0934
O6 7.3377 -0.5143 0.9009
H22 4.2333 1.3421 0.7920
H23 5.3600 1.7258 2.1371
H24 4.8031 0.0515 1.8567
H25 5.6036 1.2752 -1.5646
H26 5.1087 -0.2664 -0.8894
H27 6.6736 -0.1647 -1.6893

Cartesian forces, eV/Å:
-0.2 0.3 0.7
0.1 -0.6 -0.7
1.6 -0.6 1.1
0.0 0.4 0.0
-0.4 0.2 0.6
0.1 -0.5 0.1
-1.4 1.1 -0.7
2.6 1.3 0.3
-0.9 -1.0 0.1
-1.8 -1.2 -0.1
-0.7 -1.8 -0.3
0.6 2.5 1.0
2.1 1.5 -0.5
0.4 -0.5 -0.7
-1.4 -1.1 -2.8
-0.1 0.5 -0.4
-0.8 0.7 0.2
1.1 -0.4 1.1
0.5 0.2 -0.2
0.5 0.6 0.3
-0.9 0.1 0.5
-0.5 0.0 -0.3
-0.9 -0.2 -0.4
0.2 0.4 -0.6
0.4 -0.2 0.1
0.0 -0.2 0.2
-0.6 -0.3 0.3
0.8 0.6 -0.8
-0.2 -0.8 0.1
-0.6 0.1 -0.2
0.7 0.3 0.0
0.2 0.5 -0.6
0.7 0.4 1.0
-0.2 -0.2 0.2
0.2 0.2 0.6
0.3 0.0 -1.0
-0.3 -0.4 1.2
-0.6 -0.7 0.9
0.4 -1.6 -2.5
-0.4 0.6 2.0
-0.9 1.1 2.6
-0.8 -0.5 -0.3
1.0 0.6 -0.3
1.9 0.3 1.4
-2.3 -0.1 0.0
2.8 0.8 -4.0
-3.8 -0.9 4.6
1.0 0.1 -0.6
0.2 0.6 -1.5
0.3 -0.2 -0.7
1.1 0.4 -0.7
0.6 0.2 0.3
0.8 -0.4 0.8
-0.1 -0.4 0.7
0.5 0.8 -0.9
-0.8 1.1 1.1
1.1 -1.9 -0.5
-0.7 2.5 -1.5
-1.8 0.1 2.3
1.0 0.8 -1.2
-0.9 -0.2 0.9
1.4 -1.5 -1.2
-1.0 -1.6 -0.6
-0.3 -2.8 0.0
-1.5 0.8 0.6
0.1 0.2 0.4
0.0 0.3 -0.3
0.2 -0.4 1.1
-0.4 0.2 0.0
1.4 1.0 -1.0
-2.3 -0.1 -0.8
0.6 0.9 1.9
0.3 -1.9 -1.1
0.4 -0.5 -1.1
0.5 -0.2 -0.4
0.4 0.1 0.1
-2.1 -0.5 0.8
1.2 0.5 -0.7
-1.1 -1.6 -1.0
1.3 1.2 0.7
1.7 -0.7 -0.5
-1.4 0.9 0.6
1.6 0.5 0.0
-0.9 -0.5 0.1
-0.7 0.4 0.4
0.0 0.0 -0.4
0.5 0.0 0.3
1.6 -0.6 -1.3
0.7 -0.3 0.4
-1.1 0.8 0.4
0.2 0.1 -0.3
-0.6 0.0 0.4
-0.2 -0.5 0.4
-0.2 0.7 -0.5
-0.9 -0.7 -0.1
-0.1 0.4 0.3


# 2
Entry from the OMol25 dataset: C15H26Cl18N2O2 as an isolated structure at a distorted geometry (wB97M-V/def2-TZVPD).

Its LUMO energy is -0.740 eV. The value obtained for the energy above the lowest of the compared OMol25 structures with the same formula, charge and spin is 3116.5 kJ/mol.

Element x y z (Å)
Cl1 1.5623 -7.6760 -17.7947
C1 3.0556 -7.0834 -16.9450
C2 3.8234 -8.1349 -16.1529
Cl2 2.8072 -9.0366 -15.0906
H1 2.7423 -6.2678 -16.2933
H2 3.6550 -6.6406 -17.7404
H3 4.4950 -7.6404 -15.4512
H4 4.3800 -8.8564 -16.7512
Cl3 0.0009 -4.7967 -16.1312
C3 0.7591 -5.1135 -14.5218
C4 1.1050 -6.5442 -14.2202
Cl4 1.5682 -6.7264 -12.5692
H5 0.0171 -4.6883 -13.8460
H6 1.6050 -4.4446 -14.3630
H7 2.0351 -6.8036 -14.7259
H8 0.3321 -7.2503 -14.5236
Cl5 1.3143 -2.9983 -12.7979
C5 0.6585 -4.1378 -11.5212
C6 1.8479 -4.2343 -10.5283
Cl6 3.2676 -5.0143 -11.3052
H9 0.4485 -5.0545 -12.0723
H10 -0.3953 -3.9816 -11.2906
H11 1.6889 -4.9524 -9.7239
H12 2.1642 -3.2722 -10.1253
C7 3.8952 -6.2869 -13.5843
O1 3.5897 -6.7162 -14.7378
N1 4.6106 -5.1341 -13.5096
C8 4.9759 -4.6018 -12.2383
C9 5.0873 -4.3330 -14.6801
H13 3.5904 -6.7345 -12.6257
H14 6.0444 -4.4725 -12.0662
H15 4.6311 -5.1002 -11.3323
H16 4.6017 -3.5782 -12.2190
H17 4.9409 -4.8440 -15.6317
H18 4.4143 -3.4953 -14.8630
H19 6.0857 -3.9029 -14.6004
C10 5.2339 -6.8722 -7.7396
O2 4.8681 -6.2847 -6.7161
N2 4.5837 -6.6347 -8.8930
C11 5.2182 -7.0269 -10.1415
C12 3.4077 -5.7018 -9.0155
H20 6.1282 -7.5101 -7.8144
H21 6.2462 -6.6652 -10.1157
H22 4.6660 -6.4778 -10.9040
H23 5.1632 -8.0713 -10.4485
H24 3.8186 -4.8578 -9.5695
H25 2.6014 -6.0842 -9.6413
H26 2.9341 -5.4079 -8.0788
C13 7.9199 -2.9554 -15.9559
Cl7 8.5285 -2.8594 -14.3130
Cl8 9.1042 -3.7792 -16.9047
Cl9 6.3438 -3.6661 -16.1326
Cl10 7.8392 -1.2711 -16.6157
C14 6.6754 -6.4839 -17.4282
Cl11 7.1004 -6.2973 -19.1842
Cl12 8.2224 -6.4133 -16.6010
Cl13 5.5501 -5.3022 -16.8728
Cl14 6.0575 -8.1505 -17.1568
C15 5.0814 -1.1634 -14.4942
Cl15 6.2941 -2.0006 -13.4705
Cl16 4.6774 0.3957 -13.7255
Cl17 5.6190 -0.8542 -16.0957
Cl18 3.7336 -2.2997 -14.5071

Cartesian forces, eV/Å:
0.5 -0.1 0.3
-0.5 -0.1 -1.4
-0.5 -2.0 -1.7
-1.3 -2.4 0.6
-0.2 -0.4 -0.9
0.0 -0.4 0.1
0.6 -1.3 -1.8
-2.1 -0.4 0.2
0.6 -0.4 0.2
-0.9 0.6 0.1
-1.0 -0.3 -2.3
-2.3 -2.1 0.9
-0.1 -0.5 -0.3
0.0 -0.7 -0.9
-1.4 0.0 0.0
-0.1 0.1 0.4
-0.9 1.3 1.6
0.8 0.0 -0.7
-2.9 -1.4 -0.1
-12.5 4.0 0.1
0.9 0.3 0.5
0.4 1.5 1.0
-1.3 1.1 0.0
0.0 -0.1 -0.3
1.7 1.2 -2.5
1.3 5.3 7.3
0.1 -1.0 -0.5
5.8 2.3 -3.0
-2.5 -3.6 5.6
1.3 -0.3 -1.2
0.9 -0.4 -0.7
5.9 -0.2 -1.1
0.3 0.0 0.3
-1.8 -0.2 4.8
2.8 -4.0 -0.3
-1.9 -2.3 4.4
-1.4 2.3 1.5
0.9 -1.3 -0.4
-1.1 -0.7 -0.6
-0.3 0.5 -0.2
1.7 -1.2 2.8
-0.2 -0.1 0.0
0.1 -0.2 -0.4
0.9 -1.2 0.3
0.0 -0.2 0.5
-0.2 0.0 2.2
0.9 -1.3 0.8
0.7 -0.4 0.4
0.4 3.0 0.0
2.8 -1.3 -0.1
0.8 0.6 -0.7
11.4 10.8 -5.6
5.8 -0.6 -1.4
1.5 -1.5 -1.9
-0.6 0.1 0.4
-0.3 -0.8 0.9
-3.8 -12.7 -9.9
3.2 1.6 -1.7
-0.7 0.5 0.9
-1.7 2.5 0.5
-0.2 -0.4 0.0
-4.9 1.2 1.3
-5.7 8.0 1.4


Which of these has the lowest energy above the lowest of the compared OMol25 structures with the same formula, charge and spin?
C40H27F15GeIrN3O6S2Si